Here is a 8-piece molecular cluster, H14IO7 overall at a distorted geometry from the Open Molecules 2025 dataset. Energies are from ωB97M-V with the def2-TZVPD basis set.

XYZ file:
```
22
H14IO7, DFT ωB97M-V with the def2-TZVPD basis set
I -0.35 -0.51 0.31
O -1.17 -2.97 3.05
H -1.34 -2.36 2.29
H -0.90 -2.35 3.74
O 1.99 -2.75 1.75
H 1.42 -2.09 1.38
H 2.87 -2.59 1.56
O 0.02 1.40 -2.67
H 0.04 0.80 -1.92
H -0.75 0.96 -3.12
O 2.90 1.41 -0.15
H 2.08 1.03 0.15
H 3.20 0.70 -0.73
O -2.66 1.87 -0.67
H -2.29 2.13 -1.54
H -2.50 0.92 -0.62
O 1.34 2.13 2.31
H 1.61 2.95 1.86
H 0.56 1.85 1.88
O -2.14 -0.45 -2.95
H -1.70 -0.90 -2.27
H -2.22 -1.17 -3.64
```

The gap between HOMO and LUMO comes out at 8.2055 eV. For the energy relative to the best compared isomer or geometry (same formula, charge and spin), the calculation gives 0.5841 eV. The charge is -1. The LUMO energy comes out at 2.85 eV. The value obtained for the electronic energy is -832.88660 hartree. The multiplicity is 1.


Here is a 7-piece molecular cluster, C42H102O25P4 overall at a distorted geometry from the Open Molecules 2025 dataset. Energies are from ωB97M-V with the def2-TZVPD basis set.

XYZ file:
```
173
C42H102O25P4, DFT ωB97M-V with the def2-TZVPD basis set
C 20.71 -7.97 -1.83
C 19.16 -8.01 -1.55
O 18.84 -9.00 -0.60
P 17.52 -9.97 -0.75
O 16.19 -9.49 -1.32
O 18.17 -11.31 -1.42
C 18.39 -11.45 -2.76
C 17.71 -12.66 -3.45
O 17.42 -10.49 0.78
C 16.90 -11.74 1.12
C 17.74 -12.34 2.29
H 20.94 -7.00 -2.27
H 21.23 -7.97 -0.88
H 21.17 -8.71 -2.48
H 18.82 -7.02 -1.25
H 18.80 -8.42 -2.50
H 17.93 -10.59 -3.26
H 19.46 -11.38 -2.96
H 17.52 -12.58 -4.52
H 18.45 -13.46 -3.38
H 16.77 -12.82 -2.93
H 15.82 -11.81 1.08
H 17.00 -12.46 0.30
H 18.77 -12.53 2.00
H 17.69 -11.62 3.11
H 17.33 -13.30 2.60
C -0.38 -17.62 13.51
C -1.25 -16.42 13.09
O -0.64 -15.73 11.99
P 0.82 -14.98 12.15
O 1.00 -14.25 13.47
O 0.99 -13.99 10.84
C 0.03 -13.88 9.87
C -0.89 -12.89 10.60
O 2.04 -16.06 11.73
C 3.40 -15.76 11.93
C 3.74 -15.93 13.37
H -0.42 -17.81 14.59
H -0.63 -18.52 12.95
H 0.70 -17.44 13.48
H -2.17 -16.86 12.72
H -1.39 -15.82 13.98
H 0.42 -13.29 9.05
H -0.30 -14.84 9.46
H -0.46 -11.90 10.67
H -1.72 -12.85 9.90
H -1.13 -13.13 11.64
H 4.01 -16.41 11.31
H 3.50 -14.74 11.56
H 3.17 -16.72 13.86
H 4.79 -16.16 13.58
H 3.57 -15.01 13.93
C 2.69 -22.19 8.85
C 3.25 -23.29 9.75
O 4.25 -22.87 10.61
P 5.75 -23.14 10.17
O 6.05 -24.58 9.96
O 6.65 -22.35 11.28
C 6.76 -22.95 12.54
C 7.58 -21.97 13.44
O 6.07 -22.09 9.00
C 7.32 -22.32 8.40
C 7.24 -23.14 7.04
H 2.51 -21.35 9.52
H 3.30 -21.93 7.98
H 1.72 -22.57 8.54
H 2.47 -23.78 10.32
H 3.55 -24.17 9.18
H 5.79 -23.24 12.95
H 7.29 -23.89 12.48
H 7.69 -22.35 14.45
H 8.58 -22.13 13.05
H 7.34 -20.91 13.52
H 7.56 -21.28 8.17
H 8.13 -22.46 9.12
H 7.93 -22.81 6.26
H 7.57 -24.18 7.09
H 6.27 -23.31 6.59
C 12.93 -16.65 9.98
C 12.89 -16.91 11.44
O 14.26 -16.79 11.82
P 14.88 -17.60 13.11
O 16.10 -17.00 13.59
O 13.61 -17.61 14.13
C 13.75 -16.87 15.38
C 14.53 -17.82 16.40
O 14.86 -19.13 12.60
C 16.00 -19.51 11.79
C 16.98 -20.20 12.77
H 12.18 -17.16 9.38
H 12.94 -15.58 9.74
H 13.85 -17.01 9.51
H 12.28 -16.30 12.11
H 12.59 -17.95 11.57
H 14.40 -16.05 15.09
H 12.76 -16.60 15.75
H 13.95 -18.73 16.22
H 15.56 -18.00 16.07
H 14.43 -17.35 17.37
H 15.85 -20.28 11.03
H 16.45 -18.64 11.32
H 17.19 -19.48 13.57
H 16.57 -21.06 13.30
H 17.87 -20.51 12.23
C 25.04 -18.03 13.76
O 25.70 -17.27 14.65
C 25.01 -16.37 15.48
C 23.89 -16.79 16.32
O 24.15 -18.02 16.93
C 23.24 -18.45 17.86
C 23.48 -19.93 18.16
O 24.38 -20.13 19.26
C 25.78 -19.93 18.98
H 24.23 -18.57 14.24
H 25.77 -18.76 13.42
H 24.48 -17.52 12.98
H 24.66 -15.55 14.85
H 25.81 -15.95 16.07
H 23.06 -16.91 15.62
H 23.57 -16.10 17.10
H 22.21 -18.53 17.51
H 23.50 -17.88 18.75
H 23.76 -20.50 17.27
H 22.52 -20.34 18.45
H 26.08 -20.54 18.13
H 26.43 -20.22 19.81
H 26.05 -18.87 18.90
C 20.99 -28.06 17.10
O 21.60 -27.22 16.12
C 22.95 -27.29 15.72
C 23.02 -26.54 14.38
O 23.63 -27.38 13.42
C 24.13 -26.74 12.25
C 23.01 -25.86 11.53
O 21.75 -26.55 11.58
C 21.16 -26.85 10.34
H 21.46 -27.87 18.06
H 20.95 -29.15 17.01
H 20.03 -27.61 17.32
H 23.20 -28.34 15.58
H 23.70 -26.98 16.45
H 23.51 -25.58 14.58
H 22.03 -26.29 13.99
H 24.46 -27.62 11.70
H 25.00 -26.14 12.49
H 23.31 -25.62 10.50
H 22.83 -24.95 12.11
H 20.72 -25.95 9.91
H 20.24 -27.44 10.44
H 21.69 -27.33 9.52
C 2.27 -17.46 2.64
O 1.90 -16.77 3.82
C 2.83 -15.67 4.10
C 4.34 -15.92 4.45
O 5.09 -14.91 3.69
C 5.29 -13.72 4.46
C 4.59 -12.49 3.87
O 3.13 -12.63 3.54
C 2.69 -11.35 3.01
H 2.39 -16.93 1.70
H 1.52 -18.18 2.32
H 3.24 -17.95 2.63
H 2.47 -15.11 4.96
H 2.84 -15.03 3.22
H 4.79 -16.85 4.11
H 4.62 -15.87 5.51
H 6.37 -13.53 4.54
H 4.81 -13.73 5.44
H 5.07 -12.29 2.91
H 4.53 -11.74 4.65
H 3.32 -11.15 2.14
H 2.78 -10.57 3.76
H 1.64 -11.47 2.74
```

The SMILES is CCOP(=O)(OCC)OCC.CCOP(=O)(OCC)OCC.CCOP(=O)(OCC)OCC.CCOP(=O)(OCC)OCC.COCCOCCOC.COCCOCCOC.COCCOCCOC. The gap between HOMO and LUMO comes out at 9.7851 eV. For the energy relative to the best compared isomer or geometry (same formula, charge and spin), the calculation gives 6.2847 eV. The LUMO energy comes out at 0.33 eV. The value obtained for the electronic energy is -4907.81652 hartree. The multiplicity is 1.


- Which formula does entry 1 have?
  H14IO7


- Which formula does entry 2 have?
  C42H102O25P4


- Among the records above, which one has the lowest energy relative to the best compared isomer or geometry (same formula, charge and spin)?
  H14IO7